Record 1
Molecular formula: C16H22FN3O2S
Method: DFT, wB97M-V/def2-TZVPD

Computed properties:
* E_HOMO: -0.31566 Ha
* net charge: 0
* calculated total energy: -39067.189 eV
* HOMO-LUMO gap: 7.84 eV
* M: 339.4 g mol⁻¹
* structure (SMILES): CCN1C(=O)C(F)C(=O)N(CC)C1=S.Cc1cc(C)nc(C)c1
* largest force on an atom: 2.793 eV Å⁻¹
* relative energy (zero: lowest compared OMol25 entry of this formula, charge and spin): 0.000 eV

CARTESIAN COORDINATES (ANGSTROEM)
C  -3.2622  0.8637  1.2194
C  -3.0010  0.2751  2.5747
N  -1.6101  -0.2812  2.6660
C  -1.4976  -1.6307  2.5320
O  -2.4872  -2.3701  2.5792
C  -0.1240  -2.2323  2.5336
F  0.0418  -2.9303  3.6899
C  1.0156  -1.2622  2.5599
O  2.1711  -1.6495  2.4922
N  0.7132  0.0637  2.8107
C  1.8804  1.0016  2.8695
C  2.1169  1.6661  1.5449
C  -0.5642  0.6263  2.7682
S  -0.8140  2.2760  2.8500
H  -4.3029  1.2097  1.1870
H  -2.5988  1.7179  1.0148
H  -3.1289  0.0951  0.4469
H  -3.0678  1.0393  3.3519
H  -3.6670  -0.5602  2.7833
H  -0.0039  -3.0309  1.8240
H  1.6210  1.7310  3.6371
H  2.7314  0.3921  3.1723
H  3.0067  2.3018  1.6360
H  2.3063  0.9048  0.7773
H  1.2605  2.2934  1.2528
C  -0.0123  -7.1129  8.7040
C  -0.0048  -6.2148  7.5295
C  0.7284  -6.5436  6.3873
C  0.7099  -5.6623  5.2918
C  1.4664  -5.9206  4.0076
N  -0.0288  -4.5870  5.3926
C  -0.7347  -4.1880  6.4416
C  -1.4997  -2.8852  6.3651
C  -0.7460  -5.0289  7.5709
H  0.5949  -7.9667  8.5022
H  0.3694  -6.6068  9.5712
H  -1.0108  -7.4353  8.9272
H  1.3087  -7.4676  6.3149
H  2.0457  -6.8415  4.1053
H  0.7757  -6.0172  3.1592
H  2.1405  -5.0871  3.7698
H  -2.0934  -2.7382  7.2756
H  -0.8158  -2.0319  6.2441
H  -2.1669  -2.8728  5.4920
H  -1.3360  -4.7354  8.4397

Cartesian forces, eV/Å:
C -0.167 0.168 -0.609
C 0.556 -0.106 0.606
N -0.773 1.436 -0.386
C -1.812 -1.937 0.874
O 1.660 1.049 -0.550
C 0.366 -0.179 -0.077
F -0.300 0.197 0.992
C 1.434 -0.008 -0.144
O -1.137 0.254 -0.183
N 0.087 1.035 -0.313
C -0.638 -0.420 0.532
C 0.217 0.225 -0.516
C 0.382 -0.085 0.045
S 0.118 -0.994 0.296
H 0.215 -0.041 -0.095
H -0.347 -0.398 0.010
H -0.076 0.217 0.072
H -0.128 -0.207 -0.063
H 0.097 0.183 0.069
H -0.078 0.334 -1.258
H 0.222 -0.080 -0.016
H -0.145 0.165 0.030
H -0.185 -0.099 -0.157
H 0.004 0.238 0.073
H 0.455 -0.285 0.048
C 0.020 0.041 -0.015
C -0.068 0.460 -0.533
C 0.152 0.159 -0.372
C -0.343 -0.767 1.225
C -0.109 0.086 0.116
N -0.242 1.472 -1.022
C 0.374 -1.477 0.733
C 0.035 -0.046 -0.059
C -0.028 0.682 -0.692
H 0.410 -0.722 0.051
H 0.227 0.222 0.506
H -0.575 -0.249 0.170
H -0.204 0.228 0.267
H -0.006 0.103 -0.135
H 0.086 -0.023 0.255
H -0.149 -0.172 0.165
H 0.128 0.010 -0.224
H -0.097 -0.283 0.099
H 0.151 -0.120 0.221
H 0.209 -0.265 -0.036

=====

Record 2
Molecular formula: C24H42Br6O3
Method: DFT, wB97M-V/def2-TZVPD

Computed properties:
* E_HOMO: -0.33823 Ha
* net charge: 0
* calculated total energy: -451964.243 eV
* HOMO-LUMO gap: 9.46 eV
* M: 858.0 g mol⁻¹
* structure (SMILES): c1ccccc1.c1ccccc1.BrCCBr.BrCCBr.BrCCBr.CCO.CCO.CCO
* largest force on an atom: 2.154 eV Å⁻¹
* relative energy (zero: lowest compared OMol25 entry of this formula, charge and spin): 0.000 eV

CARTESIAN COORDINATES (ANGSTROEM)
C  -6.5547  -2.4233  0.3270
C  -7.3379  -1.5170  -0.3168
C  -8.1496  -1.9494  -1.3120
C  -8.1413  -3.3095  -1.6934
C  -7.2421  -4.1942  -1.1516
C  -6.4683  -3.7413  -0.1245
H  -5.8700  -2.1298  1.1089
H  -7.3010  -0.4844  -0.0025
H  -8.8556  -1.2821  -1.7838
H  -8.9047  -3.6556  -2.3745
H  -7.1955  -5.2194  -1.4879
H  -5.7742  -4.3859  0.3942
C  2.0304  -7.4203  -3.9758
C  2.4636  -6.0856  -3.7334
C  3.0284  -5.7709  -2.5137
C  3.1050  -6.7151  -1.4955
C  2.6522  -7.9964  -1.7279
C  2.0365  -8.3437  -2.9669
H  1.7563  -7.7278  -4.9741
H  2.4546  -5.4525  -4.6083
H  3.4737  -4.7934  -2.4010
H  3.6434  -6.4630  -0.5939
H  2.7067  -8.6478  -0.8682
H  1.6338  -9.3354  -3.1108
Br  1.6320  2.8107  5.9277
C  0.0676  2.3341  7.1128
C  -1.1852  2.9480  6.5649
Br  -2.6754  2.3752  7.7129
H  0.2863  2.5809  8.1517
H  -0.0939  1.2573  7.0620
H  -1.4557  2.6740  5.5452
H  -1.2596  4.0355  6.5678
Br  1.8850  -6.2453  5.9025
C  2.0585  -7.1158  7.6957
C  2.6309  -8.5291  7.5173
Br  3.3880  -9.0205  9.2790
H  1.0573  -7.0684  8.1239
H  2.7427  -6.4761  8.2532
H  3.5589  -8.5242  6.9455
H  1.9672  -9.2992  7.1242
Br  -4.2744  5.8510  -3.3909
C  -3.7658  7.5527  -4.0330
C  -2.3423  7.4426  -4.4852
Br  -1.9333  9.1132  -5.5459
H  -3.8731  8.2665  -3.2162
H  -4.4277  7.8213  -4.8563
H  -2.0882  6.5194  -5.0059
H  -1.6911  7.5120  -3.6139
C  -0.0706  1.5929  -0.2626
C  0.2014  0.1419  0.0015
O  -0.2306  -0.2631  1.3024
H  0.6492  2.2301  0.2512
H  -1.1400  1.7695  -0.1471
H  0.2677  1.7454  -1.2874
H  1.2765  -0.0376  0.0029
H  -0.2073  -0.5537  -0.7314
H  0.0127  -1.1904  1.3531
C  4.4341  0.6275  -6.7531
C  3.6010  1.9074  -6.7281
O  4.2978  3.0711  -6.3950
H  3.8363  -0.1289  -7.2616
H  4.6654  0.3349  -5.7289
H  5.3673  0.8029  -7.2884
H  2.7220  1.8345  -6.0878
H  3.2350  2.0142  -7.7492
H  4.7927  3.3160  -7.1803
C  3.7465  9.3568  2.9054
C  2.6338  8.6388  2.2392
O  2.5002  9.3254  1.0111
H  3.9549  8.8787  3.8625
H  3.5154  10.3983  3.1290
H  4.6496  9.2988  2.2979
H  1.7158  8.5116  2.8129
H  2.9506  7.6249  1.9952
H  3.2241  8.9795  0.4840

Cartesian forces, eV/Å:
C 1.447 -1.197 0.141
C 0.212 1.063 0.644
C -1.163 -1.354 -1.205
C -0.727 1.195 -0.255
C -0.458 -0.290 -0.192
C 0.844 0.487 1.242
H -0.123 0.158 0.195
H -0.190 0.142 -0.064
H -0.012 0.074 -0.091
H 0.138 0.017 -0.346
H -0.021 -0.074 0.010
H 0.057 -0.219 -0.079
C 0.187 1.172 0.064
C 0.045 -1.897 -0.605
C -0.081 0.535 -0.511
C 0.462 0.013 -0.730
C -1.048 0.103 -0.166
C 0.940 -0.026 1.601
H -0.360 0.159 -0.059
H 0.090 0.515 0.286
H -0.079 0.156 0.236
H -0.185 -0.049 0.210
H -0.091 -0.568 -0.274
H 0.120 -0.110 -0.051
Br -0.943 -0.290 0.836
C 0.185 -0.424 -0.667
C -0.800 0.932 -0.122
Br 0.133 -0.019 -0.135
H 0.117 0.362 -0.333
H 0.570 -0.005 -0.122
H 0.303 -0.487 0.201
H 0.441 -0.070 0.330
Br 0.017 -0.367 0.582
C 0.073 -0.161 -0.877
C 0.801 0.753 0.476
Br -0.492 -0.280 -0.118
H 0.231 -0.219 -0.002
H -0.124 -0.185 -0.137
H -0.413 0.227 -0.298
H -0.093 0.233 0.372
Br -0.503 -1.030 0.532
C -0.091 0.693 -0.547
C 0.767 1.053 0.316
Br -0.062 -1.073 0.394
H -0.005 -0.033 -0.209
H 0.016 -0.074 0.171
H -0.205 0.460 -0.476
H 0.089 0.005 -0.180
C 0.566 -0.629 -0.773
C 0.959 -0.745 0.740
O -0.361 0.173 -0.041
H -0.693 0.092 0.765
H 0.266 0.619 0.102
H -0.578 0.097 -0.404
H 0.334 0.171 -0.403
H -0.382 0.307 -0.319
H -0.118 -0.085 0.337
C -0.305 0.566 0.663
C -0.371 -0.632 -1.106
O 0.459 0.452 0.384
H 0.219 -0.232 0.112
H 0.116 -0.283 -0.096
H -0.029 -0.103 -0.092
H 0.158 -0.090 0.178
H -0.428 0.122 -0.169
H 0.177 0.200 0.126
C 0.518 -0.182 1.877
C 0.806 -0.426 -0.675
O -1.255 -0.060 -0.881
H 0.306 -0.006 0.214
H -0.094 -0.006 -0.257
H -0.014 0.094 0.005
H -0.170 0.684 -0.237
H 0.007 -0.351 0.280
H -0.108 0.250 -0.326

=====

Record 3
Molecular formula: CHPS3
Method: DFT, wB97M-V/def2-TZVPD

Computed properties:
* E_HOMO (spin up / spin down): -0.26108 / -0.26014 Ha
* net charge: 0
* calculated total energy: -42843.832 eV
* HOMO-LUMO gap (spin up / spin down): 5.68 / 5.53 eV
* M: 140.2 g mol⁻¹
* structure (SMILES): C1#[SH]=PSS1
* largest force on an atom: 1.527 eV Å⁻¹
* relative energy (zero: lowest compared OMol25 entry of this formula, charge and spin): 3.085 eV

CARTESIAN COORDINATES (ANGSTROEM)
C  0.9358  0.6321  -0.2594
S  0.9577  -0.9358  0.2814
P  -1.6578  -1.0598  0.0394
S  -2.2895  0.6919  0.1612
S  -0.1683  1.7937  -0.1986
H  2.2221  -1.1220  -0.0241

Cartesian forces, eV/Å:
C -1.010 1.106 0.223
S 0.228 -0.844 -0.039
P -1.074 -1.067 -0.199
S -0.120 1.009 0.339
S 0.501 -0.091 -0.470
H 1.476 -0.114 0.146